Record 1
The following is a DFT calculation (ωB97M-V with the def2-TZVPD basis set) of a 2-piece molecular cluster, C11H21N2S overall in a non-equilibrium geometry.

The geometry in XYZ format:
```
35
C11H21N2S (ωB97M-V with the def2-TZVPD basis set)
C -1.187 0.057 -2.424
C -1.550 0.113 -1.134
C -0.873 -1.305 -2.875
C 0.427 0.604 2.042
C -1.043 -2.050 -1.555
C 0.749 -0.213 0.718
C 1.684 1.960 0.675
C 0.244 -2.780 -1.083
C 3.070 1.555 1.142
C -0.262 3.039 1.563
C -2.070 -1.536 0.557
N 0.749 1.971 1.637
N -1.363 -1.130 -0.499
S 1.208 0.640 -0.603
H -1.184 0.965 -3.049
H -1.952 1.046 -0.741
H -1.622 -1.670 -3.601
H 0.030 -1.543 -3.363
H -0.600 0.405 2.208
H 1.026 0.223 2.882
H -1.732 -2.857 -1.583
H 0.632 -1.225 0.706
H 1.787 3.022 0.341
H 1.093 -2.140 -1.180
H 0.717 -3.721 -1.514
H 0.164 -2.984 0.010
H 3.589 1.353 0.221
H 3.030 0.711 1.705
H 3.574 2.321 1.665
H -0.762 3.160 0.574
H -1.004 2.850 2.347
H 0.301 3.958 1.561
H -2.635 -0.635 0.954
H -2.806 -2.284 0.352
H -1.429 -1.879 1.345
```

Computed properties:
Electronic energy, eV: -25552.7056
Maximum force, eV Å⁻¹: 5.616
Charge: +1
Energy relative to the best compared isomer or geometry (same formula, charge and spin), kcal/mol: 80.0
Orbital gap (spin up / spin down), hartree: 0.25401 / 0.25409

Here are the Mulliken charges for atoms 1 to 4, given in e: -0.259 -0.648 -0.997 -0.947

---

Record 2
The following is a DFT calculation (ωB97M-V with the def2-TZVPD basis set) of C11H21N3O3 in the gas phase in a non-equilibrium geometry.

The geometry in XYZ format:
```
38
C11H21N3O3 (ωB97M-V with the def2-TZVPD basis set)
C -0.185 0.275 0.569
C -0.450 -0.008 -0.930
C -1.514 0.655 1.196
C -1.656 0.796 2.712
C -2.915 1.464 3.201
C -4.173 0.794 2.745
C 1.858 -0.761 -1.130
C 3.045 0.263 -0.895
C 2.400 -1.719 -2.240
C 1.165 -2.271 -2.872
C 0.392 -0.976 -3.039
H 0.730 2.084 0.094
H 1.087 1.705 1.614
H 0.253 -0.597 1.009
H -2.113 -0.143 0.783
H -1.817 1.577 0.763
H -1.641 -0.194 3.141
H -0.791 1.152 3.206
H -2.974 1.414 4.320
H -2.753 2.553 2.987
H -4.407 0.896 1.647
H -4.994 1.249 3.282
H -3.767 -1.124 2.423
H -4.930 -1.031 3.511
H 1.786 -1.336 -0.195
H 3.036 -1.104 -2.875
H 3.085 -2.411 -1.786
H 1.287 -2.878 -3.798
H 0.620 -2.964 -2.165
H 0.645 -0.139 -3.731
H -0.637 -1.216 -3.249
H 4.798 0.195 -0.126
N 0.877 1.286 0.743
N -4.094 -0.607 3.194
N 0.652 -0.303 -1.686
O -1.571 0.035 -1.398
O 3.069 1.377 -1.318
O 3.959 -0.336 -0.096
```

Computed properties:
SMILES string: NCCCC[C@H](N)C(=O)N1CCC[C@H]1C(=O)O
Electronic energy, eV: -22360.0383
Maximum force, eV Å⁻¹: 3.060
Energy relative to the best compared isomer or geometry (same formula, charge and spin), kcal/mol: 46.9
Orbital gap, hartree: 0.35791

Here are the Mulliken charges for atoms 1 to 4, given in e: -0.128 0.435 -0.619 -1.060

---

Record 3
The following is a DFT calculation (ωB97M-V with the def2-TZVPD basis set) of C11H21N5O5 in the gas phase in a non-equilibrium geometry.

The geometry in XYZ format:
```
42
C11H21N5O5 (ωB97M-V with the def2-TZVPD basis set)
C 0.273 -0.957 1.333
C -1.232 -0.411 1.228
C 1.185 -0.800 0.113
C 1.659 0.511 -0.512
C 2.607 0.422 -1.673
C 4.689 -0.012 -0.399
C -3.358 -0.355 0.036
C -4.204 -1.229 -0.838
C -3.508 1.082 -0.509
C -2.889 2.188 0.378
C -1.489 2.575 -0.035
H -0.182 -2.518 2.578
H -0.271 -2.888 1.007
H 0.669 -0.326 2.187
H 2.067 -1.315 0.502
H 0.724 -1.478 -0.686
H 0.771 1.216 -0.714
H 2.241 1.006 0.274
H 2.909 1.466 -1.897
H 2.029 -0.086 -2.481
H 3.877 -1.286 -1.661
H 5.245 1.587 0.717
H 5.138 -2.064 0.029
H 6.044 -0.873 0.862
H -1.636 -1.349 -0.573
H -3.854 -0.399 1.054
H -4.596 1.272 -0.643
H -3.082 1.170 -1.551
H -3.493 3.094 0.315
H -3.006 1.903 1.449
H -1.286 2.385 1.887
H -3.989 -2.682 -1.964
N 0.326 -2.402 1.702
N 3.827 -0.278 -1.465
N 4.594 1.186 0.006
N 5.338 -1.085 0.179
N -1.971 -0.791 0.156
O -1.644 0.373 2.086
O -5.377 -1.073 -0.978
O -1.000 2.733 -1.131
O -0.716 2.586 1.084
O -3.430 -2.097 -1.452
```

Computed properties:
SMILES string: [H]/N=C(\N)NCCC[C@H](N)C(=O)N[C@@H](CCC(=O)O)C(=O)O
Electronic energy, eV: -29436.0883
Maximum force, eV Å⁻¹: 4.008
Energy relative to the best compared isomer or geometry (same formula, charge and spin), kcal/mol: 47.3
Orbital gap, hartree: 0.31947

Here are the Mulliken charges for atoms 1 to 4, given in e: 0.058 0.346 -0.783 0.381

---

Question: Which formula does entry 1 have?
Answer: C11H21N2S